Here is a structure of composition C3H3NS from the Open Molecules 2025 dataset. Energies are from ωB97M-V with the def2-TZVPD basis set.

Last column: natural (NBO) charge in e.
Element x y z (Å)
C  1.661  0.047  -0.055  0.104
C  0.301  -0.227  0.111  0.191
C  -1.005  0.420  -0.037  -0.744
N  2.784  0.183  -0.253  -0.169
S  0.329  -2.628  0.391  -0.194
H  -1.024  1.299  -0.672  0.259
H  -1.217  1.056  0.773  0.288
H  -1.828  -0.150  -0.258  0.265

Its net charge is 0. The calculation puts the total energy at -15478.9720 eV. The energy relative to the best compared isomer or geometry (same formula, charge and spin) is 4.7850 eV.

Here is the molecule C4H8O3 from the Open Molecules 2025 dataset. Energies are from ωB97M-V with the def2-TZVPD basis set.

Last column: natural (NBO) charge in e.
Element x y z (Å)
O  1.197  -1.170  -0.810  -0.565
C  0.637  -0.699  0.164  0.583
C  1.449  0.019  1.220  -0.174
O  2.810  -0.007  0.917  -0.711
C  -0.865  -0.769  0.324  -0.525
C  -1.541  0.384  -0.409  -0.051
O  -1.167  1.578  0.250  -0.730
H  1.058  1.047  1.277  0.214
H  1.251  -0.454  2.196  0.187
H  2.872  -0.470  0.063  0.487
H  -1.208  -1.716  -0.104  0.241
H  -1.146  -0.722  1.382  0.224
H  -1.219  0.382  -1.460  0.173
H  -2.630  0.240  -0.383  0.170
H  -1.611  2.320  -0.178  0.478

Its net charge is 0. The SMILES is O=C(CO)CCO. The calculation puts the total energy at -10419.7127 eV. The energy relative to the best compared isomer or geometry (same formula, charge and spin) is 1.2909 eV.

Here is a structure of composition C2H4DyLiO2 from the Open Molecules 2025 dataset. Energies are from ωB97M-V with the def2-TZVPD basis set.

Last column: Löwdin spin population.
Element x y z (Å)
O  0.778  1.101  -0.824  0.026
C  1.599  0.264  -1.537  0.001
C  1.378  -1.166  -1.160  0.000
O  0.484  -1.483  -0.380  -0.032
H  2.678  0.468  -1.368  0.001
H  1.466  0.312  -2.638  0.000
H  1.920  -1.949  -1.718  0.000
Dy  -0.737  0.174  0.707  4.773
Li  -0.239  2.592  -0.656  -0.003
H  0.639  1.621  1.383  0.235

Its net charge is +2. The calculation puts the total energy at -30503.5585 eV. The spin multiplicity is 6.

Here is the molecule C4H8N2S from the Open Molecules 2025 dataset. Energies are from ωB97M-V with the def2-TZVPD basis set.

Last column: natural (NBO) charge in e.
Element x y z (Å)
H  3.615  -0.554  0.859  0.319
N  3.361  -0.526  -0.183  -0.694
C  2.314  0.224  -0.408  0.275
N  1.378  0.831  0.378  -0.742
S  -0.056  1.684  -0.241  0.381
C  -1.512  0.558  -0.278  -0.370
C  -1.543  -0.803  -0.760  -0.429
C  -1.644  -0.414  0.717  -0.447
H  2.133  0.446  -1.425  0.160
H  1.460  0.825  1.319  0.383
H  -2.436  1.228  -0.385  0.248
H  -2.580  -0.961  -1.199  0.221
H  -0.754  -1.444  -1.158  0.248
H  -2.661  -0.437  1.171  0.209
H  -1.074  -0.654  1.592  0.238

Its net charge is 0. The SMILES is [H]/N=C\NSC1CC1. The calculation puts the total energy at -18090.2948 eV. The energy relative to the best compared isomer or geometry (same formula, charge and spin) is 3.4476 eV.

Here is a structure of composition C11H40BMgN14O8 from the Open Molecules 2025 dataset. Energies are from ωB97M-V with the def2-TZVPD basis set.

Last column: Löwdin charge in e.
Element x y z (Å)
Mg  -2.669  -0.123  0.386  0.630
B  -0.530  -0.054  -0.131  -0.419
H  -1.297  0.665  -0.641  -0.021
H  -0.502  0.247  1.015  0.015
H  -0.898  -1.139  -0.324  0.013
H  0.525  0.130  -0.635  0.021
C  1.490  -2.000  2.868  -0.668
O  0.593  -1.693  3.647  0.004
N  1.573  -1.468  1.616  0.178
N  2.428  -2.956  3.168  0.152
H  2.310  -1.799  1.021  0.095
H  0.831  -0.845  1.322  0.018
H  3.197  -3.072  2.528  0.089
H  2.621  -3.239  4.110  0.104
C  -3.313  2.859  -0.386  -0.585
O  -3.124  1.770  0.159  -0.021
N  -4.307  3.682  0.041  0.193
N  -2.450  3.397  -1.275  0.206
H  -4.479  4.536  -0.457  0.111
H  -4.948  3.286  0.704  0.120
H  -2.667  4.217  -1.812  0.115
H  -1.638  2.860  -1.520  0.091
C  -3.593  -0.050  -2.545  -0.577
O  -3.448  -0.492  -1.402  -0.006
N  -2.511  0.328  -3.284  0.204
N  -4.816  0.175  -3.121  0.185
H  -1.636  -0.093  -3.009  0.095
H  -2.642  0.675  -4.218  0.112
H  -5.586  -0.412  -2.846  0.121
H  -4.745  0.303  -4.120  0.105
C  1.519  3.188  0.773  -0.685
O  2.072  4.223  1.107  0.037
N  1.411  2.108  1.594  0.166
N  0.942  2.956  -0.449  0.153
H  1.870  2.198  2.482  0.116
H  1.077  1.241  1.206  0.027
H  0.508  2.047  -0.543  0.028
H  1.197  3.456  -1.280  0.111
C  -2.433  0.984  3.522  -0.599
O  -2.602  0.367  2.473  -0.015
N  -1.257  1.556  3.845  0.207
N  -3.447  1.153  4.429  0.174
H  -0.455  1.579  3.237  0.086
H  -1.153  2.119  4.671  0.112
H  -3.351  1.795  5.192  0.103
H  -4.131  0.419  4.408  0.112
C  0.300  -2.783  -3.187  -0.662
O  -0.650  -3.424  -2.759  0.014
N  0.551  -1.514  -2.727  0.152
N  1.185  -3.245  -4.119  0.158
H  1.200  -0.882  -3.163  0.102
H  0.051  -1.201  -1.905  0.012
H  1.784  -2.544  -4.524  0.095
H  1.041  -4.059  -4.686  0.107
C  -2.115  -3.124  1.123  -0.591
O  -2.593  -1.984  1.006  -0.041
N  -1.795  -3.609  2.346  0.204
N  -2.074  -3.988  0.088  0.211
H  -1.507  -4.553  2.518  0.113
H  -1.717  -2.908  3.064  0.109
H  -1.726  -4.921  0.205  0.115
H  -2.306  -3.643  -0.828  0.102
C  5.899  -0.011  -0.602  -0.170
C  4.716  0.492  0.243  -0.165
C  3.670  0.738  -0.841  -0.221
O  4.348  0.912  -2.081  -0.140
C  5.767  0.878  -1.817  -0.189
H  5.761  -1.062  -0.860  0.115
H  6.812  0.149  -0.029  0.116
H  5.056  1.416  0.712  0.116
H  4.412  -0.196  1.031  0.096
H  3.108  1.650  -0.621  0.089
H  2.922  -0.061  -0.881  0.095
H  6.043  1.907  -1.569  0.125
H  6.322  0.490  -2.667  0.120

Its net charge is +1. The calculation puts the total energy at -55423.5895 eV.

Here is a structure of composition C21H24F2N7ORuS3 from the Open Molecules 2025 dataset. Energies are from ωB97M-V with the def2-TZVPD basis set.

Last column: Löwdin spin population.
Element x y z (Å)
Ru  0.907  0.029  -2.115  0.839
N  4.470  -0.996  -4.446  0.001
C  3.322  -0.969  -3.735  0.004
S  2.503  0.559  -3.597  0.034
N  2.887  -2.116  -3.262  0.011
N  1.718  -1.954  -2.622  0.024
C  1.101  -2.940  -2.088  0.000
C  -0.255  -2.683  -1.645  0.001
C  -1.034  -3.641  -1.008  0.001
C  -2.359  -3.345  -0.740  -0.003
C  -2.872  -2.114  -1.114  0.001
C  -2.022  -1.201  -1.715  0.002
N  -0.749  -1.471  -1.970  0.042
H  4.947  -0.132  -4.631  0.000
H  5.022  -1.834  -4.376  0.000
H  1.516  -3.944  -2.070  0.001
H  -0.611  -4.601  -0.748  0.000
H  -2.991  -4.078  -0.256  0.000
H  -3.907  -1.854  -0.940  0.000
H  -2.364  -0.213  -1.995  0.001
S  3.570  -0.244  -0.397  0.027
C  2.687  1.164  -0.194  0.008
N  1.582  1.514  -0.856  0.006
C  0.972  2.653  -0.316  0.004
C  -0.250  3.225  -0.656  0.002
C  -0.685  4.361  0.004  0.000
C  0.069  4.947  1.018  0.001
C  1.275  4.379  1.387  0.000
C  1.707  3.239  0.725  0.001
S  3.133  2.310  1.046  0.000
H  -0.884  2.793  -1.410  0.001
H  -1.634  4.797  -0.280  0.000
H  -0.288  5.837  1.519  0.000
H  1.871  4.806  2.183  0.000
C  -2.620  1.121  1.423  0.000
N  -1.851  0.176  2.213  0.000
C  -2.235  -0.046  3.597  0.000
C  -1.041  -0.505  4.408  0.000
C  -0.383  -1.665  3.690  0.000
N  -0.014  -1.265  2.347  0.000
C  1.094  -1.964  1.733  0.000
C  -0.757  -0.384  1.615  0.001
O  -0.478  -0.075  0.453  0.011
H  -3.547  1.337  1.952  0.000
H  -2.867  0.701  0.449  0.000
H  -2.074  2.053  1.261  0.000
H  -3.041  -0.788  3.659  0.000
H  -2.627  0.891  3.999  0.000
H  -1.354  -0.797  5.410  0.000
H  -0.321  0.312  4.499  0.000
H  -1.057  -2.533  3.667  0.000
H  0.526  -1.978  4.206  0.000
H  0.920  -3.046  1.748  0.000
H  2.027  -1.751  2.259  0.000
H  1.218  -1.634  0.708  0.001
F  -0.510  0.582  -4.446  -0.006
C  -0.281  1.189  -3.224  -0.015
F  0.210  2.438  -3.518  -0.002
H  -1.289  1.346  -2.810  -0.001

Its net charge is 0. The calculation puts the total energy at -75168.2513 eV. The spin multiplicity is 2. The energy relative to the best compared isomer or geometry (same formula, charge and spin) is 1.3918 eV.